Entry from the OMol25 dataset: a molecular structure, C12H19N4O5RuSe3 (ωB97M-V with the def2-TZVPD basis set).

Properties
Gap between HOMO and LUMO (spin up / spin down)   7.52 / 6.88 eV
Charge   +1
Energy relative to the best compared isomer or geometry (same formula, charge and spin)   0.000 eV
Maximum force   0.005 hartree/bohr
HOMO level (spin up / spin down)   -11.62 / -11.97 eV
Multiplicity   5

```
44
C12H19N4O5RuSe3 ωB97M-V with the def2-TZVPD basis set
Ru 1.363 0.820 0.367
O 2.052 -0.788 -3.220
C 1.214 -1.926 -3.359
C 0.188 -1.927 -2.228
C -0.873 -2.993 -2.567
O -0.230 -4.248 -2.658
C 0.777 -2.345 -0.877
Se 2.258 -1.292 -0.152
C -0.584 -0.604 -2.168
Se 0.375 1.057 -1.791
H 2.702 -0.774 -3.931
H 1.793 -2.851 -3.322
H 0.681 -1.895 -4.316
H -1.357 -2.726 -3.512
H -1.639 -2.996 -1.781
H -0.819 -4.887 -3.070
H 1.168 -3.357 -0.959
H -0.005 -2.335 -0.123
H -1.366 -0.659 -1.407
H -1.057 -0.418 -3.133
N 2.302 0.962 2.347
C 2.702 2.363 2.620
C 2.001 3.293 1.637
O 1.600 4.387 1.950
O 1.876 2.774 0.433
H 1.587 0.669 3.006
H 3.082 0.325 2.457
H 3.776 2.467 2.464
H 2.470 2.657 3.640
O -0.468 4.010 -0.675
H 0.440 4.029 -0.336
H -0.557 4.783 -1.241
Se -1.423 3.480 2.356
N -2.874 2.557 2.709
C -2.628 1.292 2.416
C -3.523 0.193 2.544
C -3.049 -1.031 2.198
C -1.717 -1.185 1.710
N -0.855 -0.214 1.553
C -1.305 1.021 1.929
N -0.500 2.060 1.843
H -4.529 0.349 2.910
H -3.668 -1.914 2.281
H -1.384 -2.185 1.454
```

Atom charges from the Mulliken analysis, given in e for atoms 1 to 4: 0.86, -0.42, -1.14, 1.57


Entry from the OMol25 dataset: 3 unconnected molecules or ions with the total composition C21H49N3O2 in a non-equilibrium geometry (ωB97M-V with the def2-TZVPD basis set).

Properties
Gap between HOMO and LUMO   8.56 eV
Maximum force   0.043 hartree/bohr
Structure (SMILES)   CCCCCCCCOC(N)=O.CCN(CC)CC.CCN(CC)CC
HOMO level   -7.93 eV

```
75
C21H49N3O2 ωB97M-V with the def2-TZVPD basis set
C 0.084 0.733 1.462
C -0.133 1.576 0.217
C -1.139 0.940 -0.739
C -1.504 1.742 -1.997
C -0.410 2.656 -2.571
C -0.469 4.098 -2.063
C 0.847 4.864 -2.116
C 2.010 4.248 -1.354
O 2.963 3.606 -2.231
C 3.180 2.290 -1.973
N 3.029 1.444 -3.093
O 3.537 1.867 -0.877
H -0.792 0.693 2.101
H 0.388 -0.272 1.184
H 0.896 1.166 2.041
H 0.823 1.625 -0.301
H -0.467 2.581 0.463
H -0.712 -0.010 -1.062
H -2.056 0.681 -0.213
H -1.735 1.018 -2.774
H -2.391 2.355 -1.853
H -0.589 2.699 -3.645
H 0.580 2.226 -2.450
H -1.177 4.632 -2.692
H -0.850 4.141 -1.045
H 0.673 5.838 -1.664
H 1.177 5.059 -3.134
H 1.704 3.549 -0.582
H 2.555 5.043 -0.856
H 2.270 0.808 -2.878
H 2.700 2.010 -3.868
C -7.318 1.290 4.003
C -6.152 0.710 3.215
N -4.888 0.815 3.917
C -3.733 0.570 3.074
C -3.567 -0.824 2.458
C -4.852 0.214 5.239
C -5.212 -1.271 5.365
H -7.101 2.310 4.321
H -8.212 1.312 3.378
H -7.553 0.696 4.887
H -6.059 1.271 2.281
H -6.395 -0.326 2.932
H -2.833 0.818 3.643
H -3.767 1.300 2.257
H -3.269 -1.565 3.199
H -2.781 -0.796 1.700
H -4.478 -1.170 1.970
H -5.528 0.781 5.884
H -3.859 0.382 5.661
H -6.132 -1.517 4.834
H -5.367 -1.520 6.417
H -4.420 -1.921 4.996
C 5.182 -1.141 -1.942
C 4.114 -2.222 -1.878
N 4.344 -3.314 -2.804
C 3.192 -4.177 -2.983
C 2.685 -4.971 -1.773
C 5.628 -3.980 -2.678
C 6.000 -4.576 -1.315
H 5.317 -0.790 -2.965
H 4.878 -0.291 -1.333
H 6.144 -1.492 -1.564
H 3.154 -1.765 -2.139
H 4.019 -2.565 -0.835
H 3.406 -4.872 -3.800
H 2.371 -3.550 -3.345
H 3.351 -5.794 -1.516
H 1.710 -5.407 -2.003
H 2.561 -4.339 -0.893
H 6.406 -3.264 -2.957
H 5.681 -4.762 -3.440
H 5.827 -3.873 -0.500
H 7.063 -4.829 -1.306
H 5.451 -5.492 -1.100
```

Atom charges from the Mulliken analysis, given in e for atoms 1 to 4: -1.49, 0.80, -0.10, -1.25


Entry from the OMol25 dataset: a single CH4N2O2S molecule in a non-equilibrium geometry (ωB97M-V with the def2-TZVPD basis set).

Properties
Gap between HOMO and LUMO   10.52 eV
Energy relative to the best compared isomer or geometry (same formula, charge and spin)   1.249 eV
Maximum force   0.079 hartree/bohr
HOMO level   -9.76 eV

```
10
CH4N2O2S ωB97M-V with the def2-TZVPD basis set
C -1.365 -0.516 0.201
N 1.616 0.531 -0.718
N -1.452 -0.739 -1.113
O -0.254 -0.428 0.928
O 2.311 -1.202 0.754
S 1.175 -0.923 -0.107
H -2.249 -0.490 0.918
H 2.592 0.681 -0.915
H 0.927 0.994 -1.310
H -2.463 -0.639 -1.308
```

Atom charges from the Mulliken analysis, given in e for atoms 1 to 4: 0.25, -0.45, -0.63, -0.35


Entry from the OMol25 dataset: a single C5H10O molecule in a non-equilibrium geometry (ωB97M-V with the def2-TZVPD basis set).

Properties
Gap between HOMO and LUMO (spin up / spin down)   8.19 / 8.67 eV
Energy relative to the best compared isomer or geometry (same formula, charge and spin)   4.134 eV
Maximum force   0.033 hartree/bohr
HOMO level (spin up / spin down)   -7.50 / -7.89 eV

```
16
C5H10O ωB97M-V with the def2-TZVPD basis set
C -0.403 1.292 -0.865
C -0.404 -0.039 -0.088
C -1.578 -0.915 -0.573
C 0.881 -0.818 -0.194
C 2.024 0.128 1.264
O 1.688 -1.123 0.833
H 0.378 1.965 -0.496
H -1.371 1.801 -0.773
H -0.221 1.118 -1.935
H -0.535 0.194 0.980
H -2.529 -0.377 -0.474
H -1.649 -1.845 0.002
H -1.460 -1.180 -1.633
H 1.054 -1.432 -1.085
H 2.315 0.865 0.530
H 1.814 0.370 2.305
```

Atom charges from the Mulliken analysis, given in e for atoms 1 to 4: -1.26, 0.90, -1.52, -0.52


Entry from the OMol25 dataset: a single C2H6N2O molecule in a non-equilibrium geometry (ωB97M-V with the def2-TZVPD basis set).

Properties
Gap between HOMO and LUMO   9.65 eV
Energy relative to the best compared isomer or geometry (same formula, charge and spin)   4.610 eV
Maximum force   0.116 hartree/bohr
Structure (SMILES)   NN[C@@H]1CO1
HOMO level   -8.56 eV

```
11
C2H6N2O ωB97M-V with the def2-TZVPD basis set
N 2.104 -0.211 0.090
N 0.798 0.296 0.415
C -0.272 -0.154 -0.328
C -1.844 0.405 0.092
O -1.320 -0.923 0.273
H 2.400 -0.023 -0.811
H 2.205 -1.233 -0.002
H 0.688 0.603 1.330
H -0.102 -0.287 -1.370
H -2.026 0.998 1.100
H -2.631 0.529 -0.790
```

Atom charges from the Mulliken analysis, given in e for atoms 1 to 4: -0.66, -0.03, -0.05, -0.35


Entry from the OMol25 dataset: a single C8H11N molecule in a non-equilibrium geometry (ωB97M-V with the def2-TZVPD basis set).

Properties
Gap between HOMO and LUMO   8.64 eV
Energy relative to the best compared isomer or geometry (same formula, charge and spin)   1.889 eV
Maximum force   0.056 hartree/bohr
Structure (SMILES)   C/C=N/C1=CC(C)=CC1
HOMO level   -7.84 eV

```
20
C8H11N ωB97M-V with the def2-TZVPD basis set
C 3.492 -0.523 -0.183
C 2.064 -0.082 -0.051
N 1.658 1.015 0.439
C 0.242 0.985 0.438
C -0.242 -0.299 0.413
C -1.628 -0.253 0.068
C -2.612 -1.403 0.017
C -2.007 0.982 -0.200
C -0.803 1.980 -0.009
H 3.678 -1.416 0.562
H 4.196 0.267 0.126
H 3.508 -0.665 -1.318
H 1.441 -0.865 -0.623
H 0.208 -1.146 0.898
H -3.645 -1.148 -0.157
H -2.704 -1.862 1.070
H -2.346 -2.069 -0.906
H -3.016 1.252 -0.405
H -0.501 2.495 -0.897
H -0.983 2.757 0.717
```

Atom charges from the Mulliken analysis, given in e for atoms 1 to 4: -0.96, 0.27, -0.64, 0.15


Entry from the OMol25 dataset: 2 unconnected molecules or ions with the total composition C2H2N2O2 in a non-equilibrium geometry (ωB97M-V with the def2-TZVPD basis set).

Properties
Gap between HOMO and LUMO   9.56 eV
Energy relative to the best compared isomer or geometry (same formula, charge and spin)   3.390 eV
Maximum force   0.167 hartree/bohr
HOMO level   -9.26 eV

```
8
C2H2N2O2 ωB97M-V with the def2-TZVPD basis set
C -1.545 1.241 -0.614
C 2.073 -0.288 0.280
N -1.270 -0.925 0.524
N -1.384 0.082 -0.085
O 2.051 0.748 0.755
O 2.034 -1.278 -0.290
H -1.381 1.392 -1.736
H -0.577 -0.971 1.167
```

Atom charges from the Mulliken analysis, given in e for atoms 1 to 4: -0.19, 0.66, -0.80, 0.51


Entry from the OMol25 dataset: 14 unconnected molecules or ions with the total composition C40H101N7O15 in a non-equilibrium geometry (ωB97M-V with the def2-TZVPD basis set).

Properties
Gap between HOMO and LUMO   8.68 eV
Energy relative to the best compared isomer or geometry (same formula, charge and spin)   0.618 eV
Maximum force   0.185 hartree/bohr
HOMO level   -8.68 eV

```
163
C40H101N7O15 ωB97M-V with the def2-TZVPD basis set
C -2.483 -2.601 -17.438
C -3.489 -3.252 -18.380
C -3.631 -2.406 -19.616
C -4.323 -3.029 -20.803
C -4.489 -2.189 -22.050
C -5.260 -0.906 -21.825
H -2.797 -1.569 -17.278
H -1.546 -2.630 -17.994
H -2.473 -3.263 -16.573
H -3.256 -4.265 -18.707
H -4.406 -3.311 -17.793
H -2.724 -1.948 -20.011
H -4.260 -1.569 -19.316
H -3.841 -3.968 -21.073
H -5.257 -3.462 -20.445
H -3.506 -2.016 -22.488
H -5.008 -2.719 -22.849
H -4.811 -0.442 -20.948
H -4.813 -0.256 -22.577
H -6.348 -0.846 -21.847
C -4.800 1.763 -26.047
C -3.737 0.973 -26.915
C -3.437 1.666 -28.267
C -2.755 3.030 -28.276
C -2.831 3.757 -29.646
C -2.041 5.028 -29.629
H -4.932 1.440 -25.014
H -5.772 1.795 -26.540
H -4.435 2.773 -25.863
H -2.736 1.033 -26.490
H -4.156 -0.032 -26.981
H -4.455 1.900 -28.581
H -3.162 0.840 -28.922
H -3.380 3.635 -27.619
H -1.675 3.062 -28.128
H -2.368 3.188 -30.452
H -3.837 4.042 -29.954
H -0.987 4.928 -29.369
H -2.016 5.551 -30.585
H -2.314 5.688 -28.806
C -11.761 -5.930 -22.966
C -10.784 -5.425 -24.072
C -9.849 -4.354 -23.546
C -8.731 -3.965 -24.657
C -7.919 -2.863 -24.181
C -6.886 -2.205 -25.090
H -11.250 -5.971 -22.005
H -12.251 -6.903 -22.998
H -12.584 -5.241 -22.776
H -10.274 -6.282 -24.513
H -11.272 -4.969 -24.933
H -9.400 -4.698 -22.614
H -10.348 -3.423 -23.275
H -7.946 -4.715 -24.755
H -9.200 -3.795 -25.626
H -8.530 -2.001 -23.913
H -7.480 -3.141 -23.223
H -7.320 -1.718 -25.963
H -6.247 -1.436 -24.656
H -6.133 -2.912 -25.439
C -3.586 -6.901 -17.051
C -4.123 -6.252 -15.730
O -4.860 -7.241 -14.988
O -2.459 -7.647 -17.025
H -3.505 -6.128 -17.815
H -4.327 -7.559 -17.503
H -4.947 -5.582 -15.974
H -3.302 -5.746 -15.222
H -4.271 -7.938 -14.689
H -1.740 -7.012 -17.085
C -2.316 2.156 -21.928
C -1.767 2.560 -23.352
O -0.776 1.667 -23.693
O -1.282 2.358 -21.003
H -2.773 1.168 -21.867
H -3.108 2.880 -21.734
H -1.508 3.602 -23.168
H -2.566 2.545 -24.093
H -0.328 1.560 -22.851
H -1.282 3.300 -20.816
C 1.297 -1.639 -19.416
C 0.912 -0.171 -19.535
O 0.203 -0.020 -20.791
O 1.827 -2.007 -20.645
H 0.368 -2.151 -19.163
H 1.881 -1.776 -18.506
H 1.829 0.383 -19.733
H 0.408 0.171 -18.631
H 0.013 0.920 -20.815
H 1.302 -1.531 -21.292
C 0.371 -2.098 -15.288
C -0.926 -1.171 -15.019
O -0.948 -0.055 -15.844
O 1.500 -1.386 -15.684
H 0.144 -2.749 -16.133
H 0.599 -2.736 -14.434
H -0.890 -1.012 -13.941
H -1.956 -1.525 -15.070
H -0.002 0.101 -15.808
H 2.279 -1.921 -15.517
O -4.741 -8.248 -21.303
C -4.254 -7.181 -21.690
N -3.104 -6.713 -21.316
C -4.831 -6.330 -22.843
H -2.506 -7.245 -20.701
H -2.604 -5.973 -21.787
H -5.658 -5.738 -22.453
H -5.267 -6.815 -23.716
H -4.261 -5.478 -23.214
O -2.876 3.593 -18.645
C -2.807 2.666 -17.842
N -2.714 2.949 -16.616
C -2.905 1.183 -18.163
H -2.691 3.898 -16.270
H -2.005 2.392 -16.162
H -1.939 0.770 -18.454
H -3.593 1.158 -19.008
H -3.502 0.660 -17.416
O -1.466 -5.122 -22.824
C -1.037 -4.183 -23.279
N 0.324 -3.999 -23.272
C -1.831 -3.152 -23.952
H 0.697 -3.138 -23.645
H 0.873 -4.665 -22.748
H -2.862 -3.493 -24.049
H -1.552 -3.028 -24.998
H -1.721 -2.120 -23.619
O -6.824 -5.494 -19.420
C -7.398 -6.547 -19.745
N -8.255 -6.625 -20.722
C -7.173 -7.749 -18.912
H -8.645 -7.557 -20.719
H -8.518 -5.980 -21.453
H -7.888 -8.542 -19.134
H -7.448 -7.592 -17.869
H -6.112 -7.986 -18.989
O -0.480 -5.960 -17.558
C 0.320 -5.203 -18.054
N 1.479 -4.952 -17.521
C 0.003 -4.866 -19.588
H 2.277 -4.447 -17.878
H 1.527 -5.440 -16.638
H -0.242 -5.809 -20.076
H 0.878 -4.412 -20.054
H -0.806 -4.147 -19.717
O -3.806 -3.027 -14.032
C -4.703 -2.180 -14.132
N -4.578 -0.907 -13.612
C -5.850 -2.390 -15.111
H -3.827 -0.665 -12.982
H -5.482 -0.546 -13.344
H -5.852 -3.371 -15.586
H -5.695 -1.783 -16.004
H -6.889 -2.318 -14.791
O -9.548 -3.458 -20.495
C -9.075 -2.637 -19.763
N -8.021 -2.909 -19.064
C -9.796 -1.306 -19.512
H -7.515 -2.144 -18.642
H -7.678 -3.856 -19.134
H -9.993 -1.280 -18.441
H -10.722 -0.958 -19.969
H -9.069 -0.517 -19.706
```

Atom charges from the Mulliken analysis, given in e for atoms 1 to 4: 1.09, 0.39, -0.10, 1.40